The following is a DFT calculation (ωB97M-V with the def2-TZVPD basis set) of a structure of composition C18H49ClN12O26PS2.

Properties
Calculated total energy: -4925.4923 hartree
HOMO-LUMO gap: 6.182 eV
Molecular weight: 980.2 g/mol
HOMO: -5.30 eV

ORCA input file:
```
! wB97M-V def2-TZVPD RIJCOSX def2/J DEFGRID3
* xyz -1 1
C -2.24 -2.27 0.37
C -3.16 -1.42 -0.48
P -2.52 0.11 -1.20
C -1.63 1.07 0.06
C -1.21 2.40 -0.53
S -1.02 -0.68 -2.51
O 0.04 -1.29 -1.74
O -1.76 -1.57 -3.33
N -0.59 0.61 -3.32
S 0.89 0.64 -3.83
O 1.46 -0.62 -4.16
O 0.92 1.60 -4.88
C 1.97 1.40 -2.62
C 2.76 0.47 -1.73
C 4.24 0.70 -1.87
Cl 2.33 0.74 -0.02
H -1.36 -2.55 -0.16
H -1.99 -1.79 1.29
H -2.75 -3.18 0.62
H -3.46 -2.00 -1.32
H -4.05 -1.20 0.08
H -2.27 1.25 0.88
H -0.74 0.57 0.42
H -0.35 2.29 -1.15
H -0.99 3.08 0.26
H -1.99 2.80 -1.14
H 1.35 2.03 -2.03
H 2.62 2.03 -3.18
H 2.55 -0.54 -2.02
H 4.60 1.39 -1.14
H 4.48 1.01 -2.86
H 4.75 -0.23 -1.69
C 3.71 -1.32 -5.98
N 5.02 -1.96 -5.69
O 5.68 -2.33 -6.65
O 5.36 -2.07 -4.54
H 3.57 -1.30 -7.05
H 2.93 -1.89 -5.50
H 3.74 -0.32 -5.57
C 2.34 -1.46 4.03
N 1.44 -0.34 3.62
O 1.59 0.74 4.16
O 0.62 -0.58 2.76
H 3.01 -1.09 4.80
H 1.72 -2.25 4.41
H 2.88 -1.78 3.15
C -1.67 -0.31 7.12
N -1.11 -0.65 5.78
O -1.64 -0.17 4.81
O -0.15 -1.40 5.76
H -2.51 0.35 6.98
H -1.98 -1.24 7.59
H -0.88 0.17 7.70
C -5.85 2.41 8.39
N -5.02 1.18 8.38
O -5.59 0.10 8.38
O -3.81 1.31 8.36
H -6.89 2.11 8.39
H -5.59 2.98 9.28
H -5.60 2.97 7.50
C 6.89 0.14 -8.29
N 6.85 1.41 -9.06
O 5.80 1.71 -9.59
O 7.87 2.07 -9.11
H 5.92 -0.33 -8.35
H 7.65 -0.50 -8.73
H 7.15 0.38 -7.26
C -6.78 -2.48 7.02
N -6.23 -2.79 5.67
O -6.80 -2.31 4.70
O -5.26 -3.50 5.63
H -7.64 -1.84 6.89
H -7.05 -3.42 7.48
H -6.00 -1.98 7.58
C 2.95 2.64 -10.66
N 2.08 2.11 -11.74
O 1.67 0.96 -11.63
O 1.82 2.85 -12.66
H 3.10 1.87 -9.92
H 3.90 2.92 -11.11
H 2.45 3.51 -10.24
C -8.05 2.65 4.39
N -7.23 3.33 5.42
O -7.78 3.77 6.42
O -6.03 3.41 5.21
H -9.08 2.66 4.71
H -7.92 3.20 3.46
H -7.66 1.64 4.28
C 3.35 -3.34 -0.41
N 4.05 -3.22 0.90
O 5.20 -2.84 0.91
O 3.41 -3.52 1.90
H 4.04 -3.05 -1.19
H 3.04 -4.38 -0.51
H 2.48 -2.69 -0.39
C 1.02 1.93 10.98
N 0.05 1.21 10.11
O -0.35 0.13 10.47
O -0.27 1.77 9.08
H 1.22 1.32 11.85
H 1.92 2.09 10.40
H 0.57 2.88 11.25
C 0.74 -1.06 -8.77
N 1.47 -2.34 -8.98
O 0.82 -3.33 -9.27
O 2.68 -2.32 -8.85
H -0.31 -1.24 -8.92
H 0.95 -0.73 -7.75
H 1.13 -0.35 -9.49
*
```